{"formula": "C16H25BrClO4P2Sc", "method": "wB97M-V/def2-TZVPD", "total_energy_ev": -147017.15646, "e_above_lowest_kcal_mol": 38.59, "e_lumo_ev": -10.62, "total_charge": 2, "homo_lumo_gap_ev": 3.17, "fmax_ev_per_a": 8.19, "elements": ["C", "C", "H", "H", "H", "O", "Cl", "Sc", "P", "C", "C", "H", "H", "H", "H", "H", "H", "C", "H", "H", "H", "P", "C", "C", "H", "H", "H", "C", "H", "H", "H", "H", "H", "H", "C", "O", "Br", "C", "C", "C", "C", "C", "C", "C", "O", "O", "H", "H", "H", "H"], "positions_angstrom": [[0.237416, -0.215512, -4.928629], [1.081616, -0.218364, -3.760715], [0.838269, -0.154886, -5.864089], [-0.429627, 0.670758, -4.890716], [-0.389553, -1.139104, -4.937058], [2.175378, -0.373932, -3.335513], [-2.763451, -0.722210, -1.358433], [-0.623264, -0.080414, -0.799199], [0.198046, 2.419912, -1.220285], [1.539919, 3.246810, -0.328225], [0.408537, 3.139558, -2.877669], [0.398509, 4.239847, -2.778459], [-1.042652, 4.371688, -0.604932], [-0.425543, 2.795427, -3.505200], [-2.124801, 3.082378, -1.257176], [2.510295, 2.906775, -0.710194], [1.348277, 2.810044, -3.340443], [-1.266087, 3.299109, -0.612768], [1.440138, 4.334629, -0.447977], [-1.515236, 2.955061, 0.396646], [1.469590, 2.985293, 0.735061], [0.433828, -2.562708, -0.867692], [1.834372, -3.088152, 0.167827], [-0.902886, -3.522240, -0.052881], [-0.097276, -3.342393, -3.095355], [0.764349, -4.599975, -2.145254], [1.659325, -3.216440, -2.843104], [0.716111, -3.528987, -2.383612], [-1.842226, -3.372348, -0.600038], [-0.620023, -4.586669, -0.043687], [1.862508, -4.185367, 0.235684], [1.722230, -2.659505, 1.169968], [-1.050784, -3.168622, 0.977813], [2.774333, -2.720946, -0.256896], [1.761066, 0.169182, -0.797649], [2.852079, 0.213514, -0.398038], [-0.182683, 2.963295, 3.043998], [-0.759565, 1.397235, 3.952225], [-1.019725, 1.455488, 5.320090], [-1.431270, 0.315737, 6.028247], [-1.566075, -0.900106, 5.357590], [-1.323306, -0.973352, 3.983934], [-0.940948, 0.179138, 3.279183], [-0.684413, 0.107025, 1.813080], [0.357371, -0.464514, 1.319204], [-1.544083, 0.634729, 1.010334], [-0.928271, 2.411969, 5.819030], [-1.627829, 0.400766, 7.097120], [-1.872455, -1.799064, 5.899437], [-1.409532, -1.909559, 3.435416]], "forces_ev_per_a": [[-2.012, 0.426, -0.056], [8.026, -1.636, -0.048], [0.270, -0.088, 0.779], [0.108, -0.481, -0.035], [0.309, 0.517, 0.143], [-6.724, 1.175, -1.461], [0.524, 0.009, -0.776], [-0.656, -0.086, 2.820], [-0.563, 1.675, -0.274], [0.400, -0.542, 0.391], [-0.134, -0.259, -0.341], [0.010, -0.499, -0.252], [-0.164, -0.135, -0.038], [0.117, 0.391, 0.027], [0.084, 0.141, 0.061], [-0.131, 0.239, 0.127], [-0.079, 0.242, 0.109], [-0.334, -0.103, 0.112], [-0.012, -0.331, -0.041], [0.091, 0.147, -0.165], [0.116, 0.129, -0.187], [-0.268, -1.503, 0.480], [0.365, 0.546, 0.093], [-0.357, 0.275, -0.123], [0.072, -0.232, 0.095], [-0.001, 0.294, -0.136], [-0.022, -0.181, 0.026], [-0.079, 0.242, -0.345], [0.195, -0.204, 0.171], [-0.105, 0.372, 0.013], [-0.077, 0.340, -0.127], [0.019, -0.094, -0.186], [0.113, -0.105, -0.293], [-0.030, -0.160, 0.124], [4.989, -0.511, 2.289], [-4.307, 0.002, -1.713], [-0.068, -0.193, 0.152], [-0.518, -0.848, 0.443], [-0.111, -0.034, -0.073], [0.234, 0.246, -0.567], [-0.089, -0.127, -0.074], [0.242, 0.582, 0.037], [0.413, 0.014, 0.154], [-0.020, 0.133, -0.599], [-1.320, 0.475, -0.400], [1.329, -0.569, -0.133], [0.069, -0.098, 0.097], [0.037, -0.085, -0.330], [0.121, 0.357, -0.198], [-0.071, 0.135, 0.229]]}

=====

{"formula": "C16H25Cl12F5N2O3S", "method": "wB97M-V/def2-TZVPD", "smiles": "CCOC(=O)CCC[C@H](OCN)[C@](C)(S)NC(F)(F)C(F)(F)F.ClC(Cl)Cl.ClC(Cl)Cl.ClC(Cl)Cl.ClC(Cl)Cl", "total_energy_ev": -200811.30387, "e_above_lowest_kcal_mol": 0.00, "e_lumo_ev": 0.23, "homo_lumo_gap_ev": 9.61, "fmax_ev_per_a": 1.68, "elements": ["C", "C", "O", "C", "O", "C", "C", "C", "C", "O", "C", "N", "C", "C", "S", "N", "C", "F", "F", "C", "F", "F", "F", "H", "H", "H", "H", "H", "H", "H", "H", "H", "H", "H", "H", "H", "H", "H", "H", "H", "H", "H", "H", "H", "Cl", "C", "Cl", "Cl", "H", "Cl", "C", "Cl", "Cl", "H", "Cl", "C", "Cl", "Cl", "H", "Cl", "C", "Cl", "Cl", "H"], "positions_angstrom": [[-2.239340, -2.125627, 3.127132], [-2.666379, -3.345692, 2.355870], [-3.922885, -3.165189, 1.686254], [-3.823411, -3.269650, 0.317035], [-4.258921, -4.233808, -0.250355], [-3.228134, -2.066656, -0.362645], [-2.582359, -2.365500, -1.701852], [-2.400183, -1.078796, -2.531078], [-1.020393, -0.396364, -2.391288], [-0.475486, -0.757243, -1.155818], [0.932070, -0.672075, -1.065294], [1.638280, -1.481227, -2.034950], [-1.134616, 1.191090, -2.573360], [0.215635, 1.710970, -3.123953], [-1.454367, 1.925772, -0.955168], [-2.214023, 1.394685, -3.561944], [-2.791771, 2.672318, -3.685086], [-1.945824, 3.714464, -3.500641], [-3.217847, 2.761937, -4.977714], [-4.075683, 2.911597, -2.793293], [-3.839272, 3.842652, -1.836354], [-5.104189, 3.338051, -3.566272], [-4.462267, 1.766798, -2.188117], [-2.878486, -1.899878, 3.971751], [-1.261097, -2.343757, 3.533898], [-2.125450, -1.255938, 2.493810], [-2.784492, -4.178741, 3.038248], [-1.905999, -3.572762, 1.611225], [-2.517894, -1.594949, 0.309894], [-4.043048, -1.355062, -0.468698], [-3.279924, -2.980926, -2.260838], [-1.669038, -2.937762, -1.605265], [-2.496330, -1.353216, -3.573275], [-3.187857, -0.404466, -2.232905], [-0.415854, -0.751174, -3.222661], [1.175286, -1.030299, -0.077173], [1.240148, 0.371801, -1.080920], [2.352066, -2.022649, -1.568418], [2.123934, -0.868531, -2.673782], [0.071520, 2.291978, -4.023984], [0.931897, 0.914097, -3.245885], [0.640802, 2.398126, -2.396842], [-2.169535, 0.945874, -0.388621], [-1.849423, 1.123624, -4.465021], [0.809877, -1.020602, 2.467156], [0.804947, 0.260705, 3.686384], [0.581506, 1.829875, 2.924129], [-0.440359, -0.021520, 4.913903], [1.768964, 0.252417, 4.178200], [2.086227, -4.455027, 1.913534], [3.668857, -3.979478, 1.295427], [3.614428, -3.842838, -0.467049], [4.215906, -2.484098, 2.056796], [4.376766, -4.756649, 1.547335], [5.794710, 0.748843, 2.354290], [4.620880, 2.019560, 2.001012], [3.514196, 1.507583, 0.722307], [3.732164, 2.465871, 3.456588], [5.158345, 2.890126, 1.652078], [6.778955, 4.067651, 2.924352], [6.862772, 5.360327, 4.130403], [6.703711, 6.937961, 3.362257], [5.633614, 5.142361, 5.372395], [7.833671, 5.309035, 4.602854]], "forces_ev_per_a": [[0.136, -0.291, 0.117], [-0.141, 0.546, -0.005], [-0.115, -0.054, -0.213], [-0.390, -0.553, 0.046], [0.147, 0.428, 0.122], [0.605, -0.271, 0.296], [-0.638, 0.401, -0.563], [0.812, -0.611, 0.636], [-1.228, 0.462, -0.094], [0.332, -0.268, -0.195], [0.225, -0.157, 0.432], [0.034, 0.504, -0.089], [0.306, -1.647, -0.083], [-0.318, 0.817, 0.966], [0.006, 0.578, 0.102], [0.382, 0.444, 0.523], [-0.522, -0.280, -0.722], [0.102, 0.150, 0.156], [0.062, 0.045, 0.039], [-0.287, 0.234, 0.626], [-0.459, -0.699, -0.862], [0.740, -0.228, 0.771], [0.097, 0.800, -0.369], [-0.361, 0.062, 0.004], [0.226, -0.036, 0.172], [-0.129, 0.233, -0.116], [0.031, -0.342, -0.052], [0.187, -0.264, -0.027], [0.147, 0.108, 0.143], [-0.257, 0.125, -0.097], [-0.103, -0.257, -0.036], [0.258, -0.036, 0.149], [-0.357, 0.241, -0.277], [-0.276, 0.287, -0.274], [0.408, -0.149, 0.035], [-0.099, -0.137, 0.269], [-0.020, 0.260, -0.174], [-0.131, -0.124, -0.022], [0.090, -0.133, -0.307], [0.094, -0.124, -0.356], [0.098, -0.207, -0.378], [0.234, 0.163, 0.011], [-0.025, -0.128, -0.195], [-0.189, 0.007, -0.250], [0.181, 0.111, 0.166], [-0.124, 0.036, -0.041], [-0.313, -0.040, -0.028], [0.195, 0.084, -0.016], [0.022, 0.010, -0.001], [0.014, -0.013, 0.013], [-0.122, 0.057, 0.119], [0.159, -0.051, 0.105], [0.006, -0.042, -0.175], [0.010, -0.039, -0.036], [0.023, 0.007, -0.022], [-0.243, -0.231, -0.032], [0.018, -0.017, -0.003], [0.256, 0.028, -0.022], [-0.150, -0.071, -0.048], [0.396, 0.237, 0.191], [-0.141, 0.093, -0.020], [0.033, -0.016, 0.001], [0.034, -0.021, 0.000], [0.032, -0.023, -0.008]]}

=====

{"formula": "C16H25Cl4FO6", "method": "wB97M-V/def2-TZVPD", "smiles": "CCOC(=O)OC.CCOC(=O)OC.Fc1ccccc1.ClCCl.ClCCl", "total_energy_ev": -82088.06830, "e_lumo_ev": 0.46, "homo_lumo_gap_ev": 9.67, "fmax_ev_per_a": 3.53, "elements": ["C", "C", "O", "C", "O", "O", "C", "H", "H", "H", "H", "H", "H", "H", "H", "C", "C", "O", "C", "O", "O", "C", "H", "H", "H", "H", "H", "H", "H", "H", "F", "C", "C", "C", "C", "C", "C", "H", "H", "H", "H", "H", "Cl", "C", "Cl", "H", "H", "Cl", "C", "Cl", "H", "H"], "positions_angstrom": [[13.689670, -10.397133, -31.165167], [12.892167, -9.687083, -32.285552], [11.865869, -9.029926, -31.492591], [10.942180, -8.345787, -32.163418], [10.886888, -8.197162, -33.401555], [10.063570, -8.000736, -31.208955], [8.739043, -7.531287, -31.513609], [14.594077, -10.747638, -31.662493], [13.159204, -11.203552, -30.658813], [13.939811, -9.655894, -30.406157], [12.484716, -10.465958, -32.930083], [13.489880, -8.872121, -32.693809], [8.563193, -7.447912, -32.586101], [8.637354, -6.529527, -31.096193], [7.955054, -8.230412, -31.222623], [6.500341, 2.576412, -29.834574], [7.593960, 1.595731, -30.384106], [7.395381, 0.393209, -29.693871], [8.170002, -0.018980, -28.590120], [9.180293, 0.538281, -28.168354], [7.658664, -1.144881, -28.169375], [8.451336, -2.012259, -27.426798], [5.584499, 2.020362, -30.034924], [6.557788, 3.495695, -30.417431], [6.465020, 2.680540, -28.750134], [8.572171, 2.059202, -30.256048], [7.470367, 1.400388, -31.449316], [8.328704, -1.755743, -26.374537], [9.480986, -1.887316, -27.761920], [8.158409, -3.048967, -27.592693], [4.151636, -2.942678, -36.158268], [3.497223, -1.858983, -35.744720], [3.410286, -0.707106, -36.513080], [2.771747, 0.407333, -36.058525], [2.080846, 0.378279, -34.853814], [2.082221, -0.826238, -34.057286], [2.801295, -1.910424, -34.547672], [3.838136, -0.603040, -37.499232], [2.889781, 1.348763, -36.574427], [1.576258, 1.258880, -34.484617], [1.643648, -0.910900, -33.074000], [2.852001, -2.811222, -33.954039], [10.769135, -3.563280, -40.514883], [9.581621, -3.758121, -39.197704], [9.631740, -2.347951, -38.057133], [8.575534, -3.971711, -39.558613], [9.807848, -4.615227, -38.563445], [3.202911, -1.680147, -44.008516], [4.017041, -0.840200, -45.369506], [5.416570, -0.038157, -44.637361], [4.279514, -1.545887, -46.157672], [3.355563, -0.083159, -45.790740]], "forces_ev_per_a": [[0.303, 0.673, -0.903], [0.231, -0.228, 2.672], [-0.099, 0.002, -1.019], [-0.752, -0.647, -2.313], [-0.049, -0.040, 3.530], [-0.718, 0.275, -0.297], [0.191, 0.395, -1.282], [0.183, -0.325, 0.434], [-0.096, -0.025, -0.381], [0.207, -0.047, -0.060], [-0.133, 0.713, -0.511], [-0.041, -0.544, -0.725], [0.529, 0.136, -0.189], [-0.179, -0.289, 0.253], [0.420, -0.045, 0.784], [0.192, -1.446, -1.259], [-0.346, 2.017, 1.277], [1.126, -2.112, 2.010], [1.404, 2.315, -1.645], [-2.063, -0.936, -0.855], [-1.692, -0.018, -1.112], [1.126, -0.210, 0.848], [-0.387, 0.456, -0.313], [-0.301, 0.180, 0.420], [0.768, 0.354, -0.097], [0.268, -0.472, 0.278], [-0.238, -0.095, 0.119], [0.344, -0.193, 0.074], [0.133, -0.094, 0.406], [-0.335, 0.250, -0.154], [0.283, -0.193, -0.270], [-1.300, 1.050, 0.111], [1.064, -0.816, -1.010], [-0.770, 0.687, 1.462], [-0.052, -1.421, 1.408], [0.765, 1.394, -1.875], [0.087, -0.263, 0.595], [0.457, -0.505, -0.004], [-0.302, -0.060, -0.307], [-0.012, 0.064, 0.015], [-0.273, 0.235, -0.110], [0.060, -0.171, -0.016], [-0.619, -0.209, 0.480], [0.188, -0.095, 0.884], [-0.285, -0.585, -0.733], [0.148, 0.780, -0.324], [0.564, 0.111, -0.302], [-0.248, -0.067, -0.697], [-0.283, 0.106, 0.606], [0.221, 0.073, -0.629], [0.273, -0.013, 0.418], [0.038, -0.100, 0.304]]}

=====

{"formula": "C16H25ClNO4P2S2Tb", "method": "wB97M-V/def2-TZVPD", "total_energy_ev": -101865.52232, "e_lumo_ev": [-8.90, -7.28], "total_charge": 2, "homo_lumo_gap_ev": [5.60, 7.23], "s2": 12.609, "fmax_ev_per_a": 5.13, "multiplicity": 7, "elements": ["C", "C", "H", "H", "H", "O", "Cl", "Tb", "P", "C", "C", "H", "H", "H", "H", "H", "H", "C", "H", "H", "H", "P", "C", "C", "H", "H", "H", "C", "H", "H", "H", "H", "H", "H", "C", "O", "O", "S", "O", "N", "C", "S", "C", "C", "C", "C", "C", "C", "H", "H", "H", "H"], "positions_angstrom": [[0.351092, -0.162249, -6.529243], [0.121326, 0.241148, -5.105098], [1.426517, -0.184528, -6.701294], [-0.100880, 0.544683, -7.229492], [-0.055279, -1.159288, -6.712234], [0.958586, 0.499359, -4.268055], [-1.609963, 0.309626, -4.645654], [-0.548901, 0.018334, -0.146204], [-0.182144, 2.615307, -0.256869], [1.101993, 3.567601, 0.584284], [-0.227131, 2.990496, -2.023899], [-0.423188, 4.055948, -2.185336], [-1.980075, 4.195707, 0.205071], [-0.990152, 2.409530, -2.563709], [-2.624610, 2.564752, -0.056420], [2.080983, 3.274308, 0.181201], [0.718615, 2.714062, -2.507670], [-1.800722, 3.133660, 0.397461], [0.952468, 4.643662, 0.450170], [-1.873337, 2.941581, 1.475791], [1.100579, 3.305877, 1.652222], [0.038340, -2.572679, 0.115111], [1.392791, -3.331817, 1.048082], [-1.523069, -3.189717, 0.831950], [-0.758895, -2.823090, -2.184199], [-0.053439, -4.336173, -1.582432], [0.985747, -2.977694, -2.081182], [0.051131, -3.246060, -1.571528], [-2.397528, -2.778561, 0.309823], [-1.602355, -4.280262, 0.793614], [1.339958, -4.425373, 1.068225], [1.381366, -2.953419, 2.079077], [-1.633930, -2.865391, 1.874357], [2.353302, -3.026963, 0.613052], [1.610493, 0.179242, 0.975678], [2.580317, 0.197731, 1.592952], [0.664111, 2.837560, 5.206887], [0.996722, 1.560613, 4.652386], [2.347893, 1.066841, 4.634540], [0.209122, 1.271442, 3.131848], [-0.818975, 0.436977, 3.298933], [-1.956622, -0.001661, 2.047316], [-0.947139, -0.134430, 4.642601], [-1.789708, -1.138616, 5.097000], [-1.697134, -1.558487, 6.423460], [-0.743468, -0.990471, 7.285360], [0.130424, -0.006455, 6.819689], [0.013125, 0.388510, 5.498608], [-2.506356, -1.564837, 4.389534], [-2.374490, -2.329617, 6.801919], [-0.695659, -1.328018, 8.323543], [0.885247, 0.445198, 7.465272]], "forces_ev_per_a": [[0.359, 0.050, 0.088], [1.543, 0.349, 0.962], [-0.042, 0.020, 0.041], [-0.151, -0.088, 0.198], [-0.149, 0.140, 0.042], [-1.576, -0.494, -1.172], [-0.031, -0.043, 0.147], [-2.127, -0.221, -0.284], [0.554, 1.367, 0.484], [0.257, 0.052, -0.029], [0.212, 0.128, -0.583], [0.016, -0.143, -0.043], [0.084, -0.080, -0.053], [-0.039, 0.168, 0.285], [0.164, 0.132, -0.093], [-0.215, 0.184, -0.004], [-0.060, 0.190, 0.210], [-0.341, -0.094, 0.277], [0.064, -0.154, 0.055], [0.243, 0.138, -0.237], [-0.185, 0.122, -0.307], [0.313, -1.547, 0.327], [0.327, 0.106, 0.149], [-0.367, 0.034, 0.344], [0.028, -0.113, 0.233], [0.002, 0.156, 0.068], [-0.095, -0.126, 0.181], [0.214, -0.006, -0.520], [0.170, -0.067, -0.077], [0.177, 0.081, -0.141], [-0.093, 0.185, -0.074], [-0.106, -0.114, -0.195], [0.233, -0.110, -0.245], [-0.199, -0.123, 0.005], [4.303, 0.194, 2.781], [-3.230, -0.115, -2.337], [0.340, 0.093, -1.129], [-0.250, -1.086, 1.309], [-0.545, 0.629, -0.848], [-1.678, -0.646, -0.229], [2.393, 1.482, 0.311], [0.055, -0.036, -0.202], [0.165, -0.351, 0.583], [-0.408, -0.087, -0.255], [0.082, 0.027, 0.132], [-0.338, -0.154, -0.212], [0.133, 0.146, -0.010], [-0.387, -0.450, 0.324], [0.072, 0.015, 0.449], [0.294, 0.293, -0.179], [0.038, 0.154, -0.376], [-0.225, -0.186, -0.151]]}